34
Properties=species:S:1:pos:R:3:lowdin_charge:R:1 method="wB97M-V/def2-TZVPD" homo_ev=-12.178 e_lumo_ha=-0.14741 charge=+1
N 4.6284 -0.5477 0.6570 0.11
B 4.0463 -1.2027 -0.6075 -0.42
O 4.9466 -1.9827 -1.5141 0.02
C 2.4472 -1.1546 -1.0368 -0.14
C 1.3777 -0.4012 -0.0488 -0.12
C 0.5201 -1.5701 0.7770 -0.09
N 1.0486 -2.9758 0.4253 0.01
C 1.9970 -2.7296 -0.7272 -0.09
H 4.4805 -1.2926 1.4023 0.09
H 4.0027 0.2339 0.9559 0.06
H 5.0138 -2.8882 -1.0452 0.12
H 2.3893 -0.8890 -2.1923 0.17
H 0.5485 -0.0130 -0.8013 0.12
H 1.8222 0.4396 0.6511 0.13
H -0.6638 -1.5139 0.6812 0.16
H 0.9590 -1.4465 1.8797 0.15
H 1.5728 -3.4581 1.2117 0.19
H 0.2257 -3.5927 0.2157 0.19
H 2.9394 -3.3827 -0.4388 0.14
H 1.3912 -2.9980 -1.6927 0.17
C -3.0021 1.4117 1.1165 0.07
C -4.2702 1.7568 0.8856 -0.20
C -4.6228 2.7457 -0.1706 -0.30
O -5.7984 3.0288 -0.3725 0.13
C -3.5254 3.3555 -0.9377 0.09
C -2.2571 3.0127 -0.7042 -0.21
C -1.9070 2.0038 0.3328 -0.30
O -0.7335 1.6957 0.5119 0.06
O -1.2206 3.5840 -1.4196 0.08
O -5.3046 1.2065 1.6199 0.09
H -2.7318 0.6926 1.8796 0.13
H -3.7943 4.0858 -1.6900 0.14
H -0.4020 3.1715 -1.0671 0.11
H -6.1236 1.6145 1.2633 0.12

***

20
Properties=species:S:1:pos:R:3:lowdin_charge:R:1 method="wB97M-V/def2-TZVPD" homo_ev=-9.218 e_lumo_ha=0.02005 smiles="C=CC(=C)O.O.O.O"
C -0.2806 1.8547 -1.9588 0.02
C 0.1801 2.2746 -0.7881 -0.10
C 0.0034 1.4185 0.4402 -0.43
C -1.1097 0.8596 0.8755 0.05
O 1.2494 1.4330 1.0466 0.02
H -0.6813 0.8676 -2.1333 0.05
H -0.4770 2.6031 -2.7078 0.06
H 0.4344 3.3007 -0.5275 0.11
H -1.0680 0.2495 1.7725 0.05
H -2.0532 0.8158 0.3476 0.08
H 1.2033 1.0603 1.9376 0.11
O -1.0485 -2.1652 1.5324 -0.06
H -1.6759 -2.8745 1.5075 0.03
H -0.2765 -2.4338 0.9968 0.01
O 1.8202 -2.1682 0.9699 -0.06
H 2.1158 -2.1466 0.0490 0.04
H 1.5351 -1.2542 1.1120 0.02
O 0.4240 -1.0999 -1.5614 -0.06
H -0.0783 -1.8156 -1.9889 0.06
H -0.2167 -0.7794 -0.9217 0.00

***

98
Properties=species:S:1:pos:R:3:lowdin_charge:R:1 method="wB97M-V/def2-TZVPD" homo_ev=-7.631 e_lumo_ha=0.01203
Ag -1.1147 -0.3323 -0.5263 0.51
C -2.3585 3.5163 0.6018 -0.01
C -2.7596 2.1334 1.0349 -0.41
O -2.8751 1.2379 0.2111 -0.02
C -3.0192 1.8745 2.4810 -0.18
C -2.8938 2.8731 3.4426 -0.04
C -3.1548 2.5963 4.7754 -0.08
C -3.5436 1.3200 5.1518 -0.08
C -3.6596 0.3162 4.1989 -0.07
C -3.3908 0.5882 2.8697 -0.02
H -2.2078 3.5145 -0.4738 0.09
H -1.4334 3.8063 1.1016 0.06
H -3.1277 4.2423 0.8716 0.09
H -2.5988 3.8720 3.1536 0.10
H -3.0567 3.3750 5.5193 0.10
H -3.7443 1.1016 6.1924 0.11
H -3.9464 -0.6823 4.4961 0.11
H -3.4535 -0.1886 2.1188 0.09
C 1.8958 0.5917 1.5123 -0.49
P 1.3017 -0.0911 -0.1020 0.96
C 2.2906 0.8460 -1.3094 -0.37
C 1.6579 1.6934 -2.2106 -0.08
C 2.4129 2.4146 -3.1302 -0.07
C 3.7912 2.2940 -3.1490 -0.08
C 4.4284 1.4512 -2.2436 -0.08
C 3.6822 0.7318 -1.3290 -0.10
C 2.0154 -1.7621 -0.1945 -0.37
C 2.1983 -2.3151 -1.4619 -0.09
C 2.6137 -3.6285 -1.5968 -0.07
C 2.8405 -4.4112 -0.4724 -0.09
C 2.6498 -3.8720 0.7890 -0.08
C 2.2355 -2.5546 0.9286 -0.10
P 0.5585 1.5388 2.4015 1.04
C 0.0406 0.2742 3.6220 -0.37
C -0.0662 0.5625 4.9796 -0.10
C -0.4924 -0.4083 5.8733 -0.09
C -0.8321 -1.6746 5.4231 -0.09
C -0.7444 -1.9677 4.0698 -0.09
C -0.3142 -0.9986 3.1777 -0.15
C 1.5790 2.6163 3.4793 -0.41
C 1.2881 3.9753 3.5078 -0.11
C 2.0297 4.8447 4.2979 -0.09
C 3.0725 4.3567 5.0669 -0.09
C 3.3703 2.9990 5.0502 -0.08
C 2.6262 2.1360 4.2658 -0.10
H 2.7039 1.2950 1.2943 0.05
H 2.3090 -0.1923 2.1457 0.04
H 0.5752 1.7687 -2.2162 0.09
H 1.9124 3.0589 -3.8400 0.10
H 4.3753 2.8505 -3.8704 0.10
H 5.5057 1.3528 -2.2588 0.10
H 4.1788 0.0635 -0.6338 0.11
H 1.9989 -1.7225 -2.3468 0.10
H 2.7519 -4.0429 -2.5865 0.10
H 3.1621 -5.4387 -0.5805 0.10
H 2.8193 -4.4754 1.6708 0.10
H 2.0777 -2.1595 1.9247 0.08
H 0.2023 1.5456 5.3495 0.10
H -0.5538 -0.1720 6.9279 0.10
H -1.1637 -2.4300 6.1235 0.10
H -1.0168 -2.9451 3.6961 0.10
H -0.2616 -1.2462 2.1249 0.00
H 0.4763 4.3554 2.8996 0.09
H 1.7939 5.8997 4.3077 0.10
H 3.6553 5.0301 5.6804 0.10
H 4.1817 2.6160 5.6542 0.10
H 2.8501 1.0762 4.2730 0.11
O -1.3913 0.5044 -2.7716 -0.12
C -0.8385 -0.4671 -3.3574 -0.67
O -0.6882 -1.6048 -2.8517 -0.10
C -0.2698 -0.2173 -4.7307 -0.14
C -0.4457 1.0155 -5.3415 -0.03
C 0.1027 1.2970 -6.5941 0.01
C 0.8286 0.2942 -7.1867 -0.22
O 1.4692 0.3149 -8.3956 0.03
C 2.0739 -0.9675 -8.5415 -0.14
O 1.7685 -1.7445 -7.3912 0.03
C 1.0063 -0.9389 -6.5812 -0.20
C 0.4701 -1.2304 -5.3563 0.07
H -1.0252 1.7600 -4.8155 0.11
H -0.0302 2.2535 -7.0772 0.12
H 3.1597 -0.8474 -8.6226 0.14
H 1.6666 -1.4594 -9.4313 0.14
H 0.6003 -2.1851 -4.8693 0.12
C -4.6292 -4.1920 -0.4398 -0.27
As -3.1240 -3.1590 -1.0629 0.68
C -3.9254 -1.6804 -1.9994 -0.24
C -2.1928 -4.2798 -2.3191 -0.24
S -1.9256 -2.5801 0.5703 0.14
H -5.2794 -4.4538 -1.2729 0.03
H -5.1735 -3.5918 0.2877 0.03
H -4.2607 -5.0951 0.0443 0.03
H -4.5146 -2.0572 -2.8357 0.04
H -3.1402 -1.0158 -2.3592 0.00
H -4.5686 -1.1459 -1.2991 0.04
H -2.8984 -4.7175 -3.0246 0.04
H -1.6837 -5.0632 -1.7588 0.04
H -1.4665 -3.6403 -2.8207 0.01

***

12
Properties=species:S:1:pos:R:3:lowdin_charge:R:1 method="wB97M-V/def2-TZVPD" homo_ev="-8.580 / -8.580" e_lumo_ha="-0.02525 / -0.02522"
C -2.0495 0.1193 0.1627 -0.02
C -0.6026 -0.3142 -0.0293 -0.46
C 0.4505 0.6870 0.0243 -0.07
C 1.7172 0.1953 -0.0147 -0.24
C 2.3174 -1.0314 0.0293 0.22
O -0.3114 -1.5027 -0.1997 0.04
H -2.1511 1.1864 0.3863 0.07
H -2.5067 -0.4564 0.9738 0.09
H -2.6213 -0.0992 -0.7459 0.09
H 0.2468 1.7422 0.1509 0.10
H 2.6271 0.8174 0.0884 0.14
H 2.9239 -1.3092 -0.8468 0.05

***

11
Properties=species:S:1:pos:R:3:lowdin_charge:R:1 method="wB97M-V/def2-TZVPD" homo_ev=-10.963 e_lumo_ha=-0.03554 smiles="O=CC(F)(C=O)C=O"
O -1.3439 -1.5387 0.8440 0.02
C -0.6925 -0.4952 1.3009 -0.06
C 0.2930 0.1658 0.3148 -0.35
F 1.1026 1.2014 1.0215 -0.05
C -0.4073 1.1144 -0.7331 -0.11
O -1.5453 1.2309 -1.1967 0.11
C 1.2514 -0.6661 -0.3151 -0.16
O 1.0456 -1.2579 -1.4209 0.07
H -0.6929 0.0043 2.5068 0.21
H 0.4645 1.6845 -1.0528 0.14
H 2.3868 -0.6890 0.1364 0.20

***

57
Properties=species:S:1:pos:R:3:lowdin_charge:R:1 method="wB97M-V/def2-TZVPD" s2=24.771 homo_ev="-7.280 / -7.659" e_lumo_ha="-0.01749 / -0.01932" spin_multiplicity=10 charge=-1
V 2.6189 -0.9972 1.2643 1.03
V -0.2077 0.2745 -0.5288 0.90
V 0.1250 -3.3786 -0.0676 1.14
P 1.5088 -1.5307 -0.9822 0.14
O 2.1696 -2.6313 -0.1681 -0.34
O 0.7217 -1.3844 0.3372 -0.59
O 0.0971 -1.7981 -1.4972 -0.34
O 1.9092 -0.1619 -0.5526 -0.40
P 0.5876 -2.7684 3.5476 0.20
F -0.8981 -3.1190 4.0390 -0.11
F 0.2278 -3.3267 2.0457 -0.21
F 0.0801 -1.2754 3.1411 -0.14
F 2.0656 -2.3919 2.9193 -0.21
F 1.0107 -2.1706 4.9529 -0.10
F 1.1020 -4.2440 3.9030 -0.12
P -3.0840 -1.6651 0.6176 0.21
F -2.0824 -0.4821 0.0472 -0.21
F -3.8086 -1.6249 -0.8115 -0.12
F -2.0177 -2.8294 0.1778 -0.18
F -4.0808 -2.8128 1.1436 -0.13
F -2.3780 -1.5714 2.0388 -0.11
F -4.1411 -0.4887 1.0767 -0.16
C -1.2548 -1.7405 -4.3312 -0.67
F -1.5250 -2.6201 -3.3865 0.14
F 0.0774 -1.7023 -4.4829 0.11
F -1.7646 -2.0673 -5.4891 0.17
S -1.8999 0.0116 -3.8136 0.69
O -1.4500 0.1675 -2.4195 -0.40
O -1.4102 1.0695 -4.6336 -0.28
N -3.5673 -0.3080 -3.8868 -0.28
S -4.1902 0.3682 -5.1760 0.58
O -3.4642 0.1500 -6.4211 -0.32
O -5.5792 -0.0654 -5.1572 -0.32
C -4.4042 2.2565 -4.8274 -0.66
F -3.6489 2.6235 -3.7983 0.12
F -4.0403 2.9319 -5.9209 0.12
F -5.6690 2.5178 -4.5599 0.15
C 1.9982 3.2766 2.3869 -0.66
F 1.1103 3.8540 1.5612 0.12
F 3.1572 3.2428 1.7529 0.14
F 2.0191 3.9910 3.4991 0.17
S 1.2849 1.5379 2.6877 0.76
O 0.3948 1.4261 3.8046 -0.21
O 0.5536 1.1889 1.4682 -0.36
N 2.6603 0.4170 2.8546 -0.37
S 3.1545 0.7135 4.3170 0.58
O 3.6362 2.0800 4.4639 -0.28
O 2.2435 0.2687 5.3391 -0.25
C 4.6503 -0.4066 4.4571 -0.67
F 5.2957 -0.1106 5.5796 0.15
F 4.2126 -1.6590 4.5369 0.14
F 5.5193 -0.2997 3.4562 0.14
C 2.0230 3.9658 -2.2239 -0.92
Cl 3.5123 4.1803 -1.3136 0.55
Cl 1.1256 2.5222 -1.6172 0.61
H 1.4400 4.8696 -2.1003 0.03
H 2.2732 3.7265 -3.2496 0.03